No. 1
{"formula": "C34H47NO35", "method": "ωB97M-V/def2-TZVPD", "elements": ["C", "C", "O", "C", "O", "O", "H", "H", "H", "H", "C", "C", "O", "C", "O", "O", "H", "H", "H", "H", "C", "C", "O", "C", "O", "O", "H", "H", "H", "H", "C", "C", "O", "C", "O", "O", "H", "H", "H", "H", "C", "C", "O", "C", "O", "O", "H", "H", "H", "H", "C", "C", "O", "C", "O", "O", "H", "H", "H", "H", "C", "C", "O", "C", "O", "O", "H", "H", "H", "H", "C", "C", "O", "C", "O", "O", "H", "H", "H", "H", "C", "C", "O", "C", "O", "O", "H", "H", "H", "H", "C", "C", "O", "C", "O", "O", "H", "H", "H", "H", "C", "C", "O", "C", "O", "O", "H", "H", "H", "H", "C", "N", "O", "O", "H", "H", "H"], "xyz": [[15.49, 9.98, 7.75], [14.16, 9.75, 8.47], [13.96, 10.93, 9.20], [14.84, 11.84, 8.91], [14.85, 13.02, 9.13], [15.72, 11.31, 7.99], [15.44, 9.82, 6.68], [16.34, 9.45, 8.17], [14.14, 8.85, 9.08], [13.43, 9.67, 7.66], [11.30, 8.75, 18.39], [11.07, 10.24, 18.38], [11.36, 10.61, 17.10], [12.26, 9.66, 16.59], [12.95, 9.85, 15.57], [12.31, 8.62, 17.44], [10.39, 8.20, 18.15], [11.75, 8.55, 19.36], [11.68, 10.82, 19.07], [10.05, 10.49, 18.68], [15.51, 12.67, 18.49], [15.27, 11.50, 17.56], [16.49, 11.38, 16.84], [17.21, 12.48, 16.98], [18.24, 12.65, 16.33], [16.56, 13.37, 17.79], [15.81, 12.38, 19.50], [14.66, 13.33, 18.64], [14.47, 11.74, 16.86], [14.98, 10.58, 18.07], [10.25, 16.96, 13.40], [10.95, 15.98, 14.26], [9.87, 15.57, 15.17], [8.75, 16.00, 14.75], [7.70, 15.70, 15.34], [8.93, 16.91, 13.77], [10.40, 16.74, 12.34], [10.67, 17.92, 13.70], [11.81, 16.42, 14.76], [11.27, 15.21, 13.55], [17.26, 14.42, 12.65], [18.61, 13.85, 13.13], [18.85, 14.76, 14.25], [17.93, 15.69, 14.46], [17.96, 16.62, 15.26], [16.90, 15.37, 13.66], [16.63, 13.52, 12.62], [17.30, 14.92, 11.68], [19.37, 13.95, 12.36], [18.49, 12.81, 13.46], [19.15, 10.52, 8.92], [20.38, 10.81, 9.93], [19.69, 10.71, 11.12], [18.42, 10.92, 10.94], [17.64, 11.25, 11.79], [18.08, 10.85, 9.67], [19.10, 9.49, 8.55], [19.42, 11.12, 8.05], [20.75, 11.83, 9.85], [21.13, 10.02, 9.80], [11.33, 8.86, 12.54], [10.50, 7.71, 13.06], [10.93, 6.65, 12.30], [11.71, 7.06, 11.34], [12.20, 6.38, 10.44], [12.02, 8.34, 11.45], [12.01, 9.08, 13.36], [10.62, 9.62, 12.24], [9.44, 7.95, 12.98], [10.77, 7.54, 14.10], [9.03, 11.45, 14.31], [7.81, 11.95, 15.05], [7.42, 10.88, 15.88], [8.26, 9.95, 15.85], [8.22, 8.86, 16.45], [9.25, 10.28, 15.02], [9.76, 12.25, 14.36], [8.86, 11.31, 13.24], [7.04, 12.18, 14.31], [8.26, 12.74, 15.66], [12.96, 11.90, 12.05], [14.16, 11.33, 12.73], [14.31, 12.00, 13.94], [13.10, 12.62, 14.20], [12.76, 13.22, 15.24], [12.35, 12.53, 13.12], [12.26, 11.19, 11.61], [13.09, 12.63, 11.25], [15.01, 11.38, 12.05], [14.00, 10.32, 13.12], [16.55, 9.64, 14.60], [17.75, 9.13, 15.31], [17.85, 7.79, 14.87], [17.38, 7.73, 13.60], [17.68, 6.96, 12.73], [16.70, 8.86, 13.41], [16.75, 10.64, 14.22], [15.60, 9.50, 15.12], [17.51, 9.14, 16.37], [18.71, 9.65, 15.26], [15.15, 18.22, 12.07], [13.67, 18.51, 11.93], [13.11, 17.26, 12.14], [14.00, 16.36, 11.91], [13.78, 15.16, 11.96], [15.18, 16.93, 11.56], [15.56, 18.31, 13.07], [15.69, 18.83, 11.35], [13.46, 19.08, 11.03], [13.57, 19.14, 12.82], [10.43, 14.39, 17.86], [11.10, 13.99, 19.16], [10.30, 13.58, 20.03], [12.31, 13.96, 19.21], [11.10, 14.22, 17.02], [10.08, 15.39, 18.12], [9.63, 13.67, 17.67]], "lumo_ev": -0.02, "smiles": "C[N+](=O)[O-].O=C1OCCO1.O=C1OCCO1.O=C1OCCO1.O=C1OCCO1.O=C1OCCO1.O=C1OCCO1.O=C1OCCO1.O=C1OCCO1.O=C1OCCO1.O=C1OCCO1.O=C1OCCO1", "de_lowest_kcal_mol": 87.1, "multiplicity": 1, "energy_ha": -4011.80662}

No. 2
{"formula": "C34H48Br2ClF18NO15", "method": "ωB97M-V/def2-TZVPD", "elements": ["C", "C", "O", "C", "C", "C", "O", "C", "N", "O", "C", "Cl", "C", "Br", "C", "C", "Br", "H", "H", "H", "H", "H", "H", "H", "H", "H", "H", "H", "H", "H", "H", "H", "H", "H", "H", "C", "C", "O", "C", "O", "C", "F", "F", "F", "H", "H", "H", "H", "H", "C", "C", "O", "C", "O", "C", "F", "F", "F", "H", "H", "H", "H", "H", "C", "C", "O", "C", "O", "C", "F", "F", "F", "H", "H", "H", "H", "H", "C", "C", "O", "C", "O", "C", "F", "F", "F", "H", "H", "H", "H", "H", "C", "C", "O", "C", "O", "C", "F", "F", "F", "H", "H", "H", "H", "H", "C", "C", "O", "C", "O", "C", "F", "F", "F", "H", "H", "H", "H", "H"], "xyz": [[-5.16, 0.40, -1.18], [-4.25, 1.08, -2.18], [-2.91, 0.74, -1.90], [-1.94, 1.60, -2.49], [-0.65, 1.43, -1.72], [0.15, 2.72, -1.67], [1.22, 2.54, -0.78], [2.00, 3.69, -0.56], [1.22, 4.85, -0.19], [0.15, 0.41, -2.31], [-0.29, -0.86, -1.97], [0.37, -1.99, -3.21], [0.13, -1.36, -0.62], [1.82, -0.82, 0.03], [-0.66, -2.20, 0.08], [-2.00, -2.69, -0.42], [-0.19, -2.90, 1.77], [-5.30, -0.65, -1.43], [-6.11, 0.91, -1.10], [-4.66, 0.42, -0.21], [-4.53, 0.75, -3.19], [-4.42, 2.16, -2.10], [-1.77, 1.26, -3.52], [-2.30, 2.63, -2.48], [-0.92, 1.18, -0.70], [-0.52, 3.51, -1.33], [0.51, 2.94, -2.68], [2.69, 3.41, 0.23], [2.61, 3.94, -1.44], [1.15, 4.94, 0.81], [1.63, 5.69, -0.57], [-1.37, -0.89, -2.07], [-1.87, -3.04, -1.44], [-2.34, -3.52, 0.18], [-2.73, -1.88, -0.41], [5.52, -0.69, -0.23], [5.37, -1.72, 0.88], [6.45, -2.68, 0.83], [7.58, -2.30, 1.40], [7.81, -1.27, 1.95], [8.61, -3.44, 1.30], [8.63, -3.99, 0.08], [8.31, -4.40, 2.18], [9.83, -2.99, 1.57], [5.59, -1.18, -1.20], [4.66, -0.02, -0.24], [6.42, -0.10, -0.09], [4.46, -2.30, 0.74], [5.33, -1.26, 1.86], [-12.67, 0.22, -0.12], [-11.48, -0.61, -0.56], [-10.67, 0.13, -1.50], [-9.82, 1.00, -0.98], [-9.64, 1.23, 0.18], [-9.04, 1.68, -2.11], [-9.83, 2.05, -3.11], [-8.11, 0.84, -2.60], [-8.41, 2.76, -1.66], [-13.24, 0.56, -0.99], [-13.33, -0.36, 0.52], [-12.35, 1.11, 0.42], [-11.81, -1.50, -1.10], [-10.88, -0.93, 0.28], [-3.45, -1.79, -4.82], [-3.82, -3.25, -4.96], [-5.18, -3.48, -4.55], [-6.12, -3.20, -5.45], [-5.95, -2.79, -6.56], [-7.50, -3.52, -4.87], [-7.62, -3.07, -3.62], [-7.69, -4.85, -4.85], [-8.46, -2.98, -5.61], [-3.64, -1.46, -3.79], [-2.40, -1.64, -5.04], [-4.04, -1.17, -5.49], [-3.22, -3.87, -4.30], [-3.67, -3.60, -5.98], [10.19, -2.93, 4.86], [10.06, -3.93, 5.98], [11.17, -4.85, 5.98], [12.27, -4.40, 6.56], [12.43, -3.34, 7.08], [13.36, -5.49, 6.52], [13.43, -6.07, 5.32], [13.08, -6.44, 7.42], [14.55, -4.98, 6.81], [10.30, -3.43, 3.90], [9.31, -2.28, 4.82], [11.06, -2.30, 5.00], [9.17, -4.55, 5.84], [9.98, -3.45, 6.95], [13.55, -0.54, 4.81], [13.85, 0.39, 5.96], [14.24, 1.70, 5.50], [13.25, 2.51, 5.17], [12.08, 2.28, 5.23], [13.83, 3.87, 4.74], [14.86, 3.71, 3.91], [14.25, 4.55, 5.81], [12.90, 4.59, 4.12], [14.39, -0.59, 4.12], [13.33, -1.54, 5.17], [12.69, -0.19, 4.24], [14.70, 0.02, 6.54], [13.00, 0.47, 6.64], [-11.82, 6.26, -3.94], [-11.58, 5.33, -2.76], [-12.82, 4.94, -2.15], [-13.47, 3.94, -2.74], [-13.13, 3.34, -3.71], [-14.73, 3.60, -1.93], [-15.41, 4.69, -1.58], [-14.38, 2.94, -0.82], [-15.54, 2.82, -2.64], [-12.41, 7.12, -3.63], [-10.87, 6.61, -4.34], [-12.36, 5.75, -4.73], [-11.02, 5.84, -1.98], [-11.02, 4.45, -3.06]], "lumo_ev": 0.37, "smiles": "CCOC[C@H](COCN)O[C@@H](Cl)/C(Br)=C(\\C)Br.CCOC(=O)C(F)(F)F.CCOC(=O)C(F)(F)F.CCOC(=O)C(F)(F)F.CCOC(=O)C(F)(F)F.CCOC(=O)C(F)(F)F.CCOC(=O)C(F)(F)F", "de_lowest_kcal_mol": 7.8, "multiplicity": 1, "energy_ha": -9913.58381}

No. 3
{"formula": "C34H49KN4O4PS4Sb", "method": "ωB97M-V/def2-TZVPD", "elements": ["K", "C", "O", "C", "C", "O", "C", "C", "O", "C", "H", "H", "H", "H", "H", "H", "H", "H", "H", "H", "H", "H", "H", "H", "S", "C", "C", "C", "C", "N", "C", "C", "C", "S", "C", "N", "H", "H", "C", "P", "C", "C", "C", "C", "C", "C", "C", "H", "H", "H", "H", "H", "H", "H", "H", "H", "H", "H", "C", "C", "C", "C", "N", "C", "S", "N", "H", "H", "H", "H", "H", "C", "Sb", "C", "C", "H", "H", "H", "H", "H", "H", "H", "H", "H", "O", "S", "C", "C", "C", "C", "H", "H", "H", "H", "H", "H", "H", "H"], "xyz": [[1.16, -0.20, 0.83], [-0.63, 0.73, -4.09], [-1.20, 0.53, -2.81], [-2.28, -0.38, -2.82], [-2.15, -1.36, -1.69], [-2.10, -0.77, -0.40], [-3.29, -0.13, 0.02], [-3.66, -0.59, 1.42], [-2.65, -0.39, 2.39], [-2.23, 0.96, 2.54], [-0.17, -0.19, -4.46], [0.14, 1.50, -3.98], [-1.38, 1.08, -4.81], [-2.29, -0.97, -3.74], [-3.23, 0.17, -2.76], [-1.22, -1.91, -1.79], [-2.98, -2.08, -1.76], [-4.14, -0.38, -0.63], [-3.16, 0.95, 0.00], [-3.86, -1.66, 1.41], [-4.58, -0.05, 1.71], [-3.09, 1.64, 2.56], [-1.56, 1.27, 1.74], [-1.69, 1.03, 3.48], [3.34, 0.01, 2.94], [3.86, 1.45, 2.13], [5.19, 1.55, 1.69], [5.71, 2.67, 1.04], [7.08, 2.67, 0.59], [8.17, 2.67, 0.23], [4.87, 3.77, 0.83], [3.55, 3.71, 1.26], [2.99, 2.58, 1.89], [1.32, 2.62, 2.37], [5.33, 4.95, 0.13], [5.67, 5.89, -0.44], [5.84, 0.70, 1.86], [2.91, 4.57, 1.11], [-2.75, 3.76, -2.14], [-2.41, 3.60, -0.33], [-0.62, 3.93, -0.35], [-3.11, 5.21, 0.24], [-2.35, 6.31, 0.61], [-2.97, 7.48, 1.06], [-4.35, 7.56, 1.13], [-5.12, 6.47, 0.77], [-4.51, 5.30, 0.34], [-3.83, 3.79, -2.32], [-2.34, 2.88, -2.63], [-2.29, 4.66, -2.54], [-0.38, 4.87, -0.87], [-0.15, 3.10, -0.87], [-0.20, 3.93, 0.66], [-1.27, 6.26, 0.58], [-2.36, 8.33, 1.35], [-4.82, 8.47, 1.48], [-6.20, 6.51, 0.85], [-5.11, 4.44, 0.07], [4.80, -4.94, -4.78], [3.77, -5.26, -3.73], [3.84, -6.44, -3.00], [2.85, -6.61, -2.04], [1.89, -5.73, -1.81], [1.89, -4.58, -2.55], [0.66, -3.40, -2.27], [2.82, -4.35, -3.53], [5.20, -5.85, -5.24], [5.63, -4.39, -4.33], [4.35, -4.31, -5.55], [4.61, -7.18, -3.16], [2.83, -7.51, -1.43], [0.05, -2.31, 3.78], [-0.64, -2.94, 1.84], [0.67, -4.65, 1.77], [-2.28, -4.04, 2.71], [0.11, -3.17, 4.45], [-0.65, -1.57, 4.19], [1.03, -1.83, 3.71], [0.56, -5.26, 2.68], [1.70, -4.29, 1.71], [0.47, -5.24, 0.88], [-1.88, -4.72, 3.46], [-2.82, -4.61, 1.95], [-2.97, -3.34, 3.19], [2.43, 0.63, -0.84], [2.04, 1.26, -2.14], [3.30, 0.70, -3.35], [4.20, 1.89, -3.71], [4.20, 2.80, -2.48], [2.73, 2.94, -2.12], [2.79, 0.24, -4.20], [3.82, -0.07, -2.79], [3.79, 2.43, -4.57], [5.20, 1.55, -3.97], [4.67, 3.76, -2.66], [4.72, 2.32, -1.65], [2.17, 3.52, -2.86], [2.54, 3.33, -1.12]], "lumo_ev": 3.55, "de_lowest_kcal_mol": 30.5, "multiplicity": 1, "energy_ha": -4619.25823, "total_charge": -2}

No. 4
{"formula": "C34H50AsCsN2OPSi3", "method": "ωB97M-V/def2-TZVPD", "elements": ["Cs", "N", "P", "C", "C", "C", "C", "C", "C", "C", "C", "C", "C", "C", "C", "C", "C", "C", "C", "C", "N", "H", "H", "H", "H", "H", "H", "H", "H", "H", "H", "H", "H", "H", "H", "H", "C", "Si", "C", "C", "As", "Si", "C", "C", "C", "Si", "C", "C", "C", "H", "H", "H", "H", "H", "H", "H", "H", "H", "H", "H", "H", "H", "H", "H", "H", "H", "H", "H", "H", "H", "H", "H", "H", "H", "H", "H", "C", "C", "O", "C", "C", "C", "C", "C", "C", "H", "H", "H", "H", "H", "H", "H", "H"], "xyz": [[1.49, -0.68, 0.06], [0.76, -1.14, -2.78], [1.10, 0.51, -3.27], [1.09, 0.38, -5.08], [1.78, 1.38, -5.76], [1.80, 1.39, -7.15], [1.15, 0.39, -7.86], [0.48, -0.62, -7.17], [0.44, -0.63, -5.79], [-0.55, 1.21, -2.92], [-1.74, 0.57, -3.23], [-2.95, 1.23, -3.07], [-2.97, 2.54, -2.60], [-1.79, 3.18, -2.27], [-0.58, 2.51, -2.42], [1.70, -2.17, -2.79], [2.76, -2.21, -3.70], [3.60, -3.30, -3.66], [3.38, -4.31, -2.73], [2.32, -4.17, -1.86], [1.50, -3.11, -1.86], [0.10, -1.25, -2.02], [2.31, 2.15, -5.22], [2.32, 2.17, -7.68], [1.16, 0.39, -8.94], [-0.02, -1.41, -7.73], [-0.07, -1.41, -5.26], [-1.73, -0.43, -3.64], [-3.88, 0.73, -3.32], [-3.91, 3.06, -2.48], [-1.80, 4.20, -1.90], [0.35, 3.02, -2.17], [2.90, -1.43, -4.44], [4.43, -3.37, -4.35], [4.02, -5.19, -2.68], [2.11, -4.92, -1.11], [-2.77, -1.57, 5.24], [-1.30, -1.30, 4.12], [-0.25, 0.09, 4.80], [-0.30, -2.87, 4.05], [-1.79, -0.69, 1.89], [-2.95, 1.35, 2.13], [-1.62, 2.67, 2.07], [-4.11, 1.58, 0.70], [-3.90, 1.47, 3.72], [-3.24, -2.33, 1.03], [-3.80, -1.76, -0.66], [-4.71, -2.71, 2.11], [-2.19, -3.86, 0.80], [-2.37, -1.85, 6.22], [-3.42, -2.37, 4.90], [-3.38, -0.67, 5.37], [0.12, -0.18, 5.79], [-0.82, 1.02, 4.91], [0.61, 0.30, 4.16], [0.10, -3.08, 5.05], [0.55, -2.80, 3.37], [-0.90, -3.73, 3.76], [-1.10, 2.65, 1.11], [-0.87, 2.53, 2.86], [-2.07, 3.66, 2.19], [-3.65, 1.34, -0.26], [-4.42, 2.63, 0.66], [-5.01, 0.98, 0.81], [-3.26, 1.52, 4.60], [-4.60, 0.65, 3.85], [-4.48, 2.40, 3.68], [-4.53, -0.95, -0.62], [-4.27, -2.60, -1.17], [-2.96, -1.42, -1.27], [-5.24, -1.81, 2.43], [-4.43, -3.27, 2.99], [-5.42, -3.32, 1.53], [-1.36, -3.66, 0.11], [-2.79, -4.66, 0.38], [-1.76, -4.22, 1.74], [5.10, -0.15, 3.06], [4.27, 0.75, 2.18], [3.37, 0.27, 1.50], [4.54, 2.21, 2.15], [3.76, 3.03, 1.33], [3.99, 4.39, 1.29], [5.01, 4.94, 2.07], [5.79, 4.13, 2.88], [5.55, 2.77, 2.92], [4.75, -1.17, 2.95], [5.02, 0.16, 4.10], [6.15, -0.08, 2.79], [2.98, 2.59, 0.73], [3.39, 5.03, 0.66], [5.19, 6.01, 2.03], [6.57, 4.57, 3.48], [6.17, 2.15, 3.56]], "lumo_ev": -2.49, "de_lowest_kcal_mol": 24.8, "multiplicity": 1, "energy_ha": -4976.06179, "total_charge": 1}

Q: Which formula does entry 4 have?
A: C34H50AsCsN2OPSi3